A 16-piece molecular cluster, C13H52F6N23O19S2 overall at a distorted geometry, computed with ωB97M-V/def2-TZVPD.

Bonds (Å) are listed after each position.
Geometry (Å):
1 C -13.0843 -25.2167 -8.1293  F2 1.314, F3 1.330, F4 1.337, S5 1.866
2 F -12.9206 -24.2806 -9.0369  C1 1.314
3 F -13.2329 -24.6957 -6.9150  C1 1.330
4 F -14.1736 -25.9111 -8.4734  C1 1.337
5 S -11.5693 -26.3026 -8.0485  C1 1.866, O6 1.434, O7 1.440, N8 1.697, S9 2.590
6 O -11.1112 -26.4387 -9.4003  S5 1.434
7 O -10.7319 -25.6301 -7.0897  S5 1.440
8 N -12.2002 -27.7359 -7.3950  S5 1.697, S9 1.612
9 S -11.0171 -28.8013 -7.6463  S5 2.590, N8 1.612, O10 1.450, O11 1.439, C12 1.910
10 O -11.3773 -29.6355 -8.7760  S9 1.450
11 O -9.6890 -28.2496 -7.6961  S9 1.439
12 C -10.9841 -30.0312 -6.1858  S9 1.910, F13 1.338, F14 1.330, F15 1.320
13 F -10.0399 -29.7569 -5.2784  C12 1.338
14 F -12.1693 -30.0855 -5.5841  C12 1.330
15 F -10.7406 -31.2268 -6.6884  C12 1.320
16 O -11.5629 -28.3807 -2.5070  H17 0.963, H18 0.964
17 H -11.5000 -29.3410 -2.5537  O16 0.963
18 H -10.8477 -28.0638 -3.0703  O16 0.964
19 O -8.0768 -29.7457 -3.3399  H20 0.965, H21 0.971
20 H -8.8070 -29.4851 -3.9141  O19 0.965
21 H -7.5904 -28.9268 -3.1522  O19 0.971
22 O -15.4086 -25.6532 -5.2946  H23 0.963, H24 0.971
23 H -15.7998 -25.9911 -6.1068  O22 0.963
24 H -14.6517 -26.2370 -5.1258  O22 0.971
25 O -13.8728 -28.0155 -5.1203  H26 0.964, H27 0.970
26 H -13.1722 -28.3244 -4.5344  O25 0.964
27 H -13.4035 -27.8223 -5.9465  O25 0.970
28 C -12.2183 -21.5877 -6.6932  O29 1.219, N30 1.373, N31 1.364
29 O -12.3841 -21.6484 -7.8999  C28 1.219
30 N -11.4303 -22.4766 -6.0055  C28 1.373, H32 1.000, H33 1.006
31 N -12.8562 -20.7397 -5.8361  C28 1.364, H34 1.001, H35 1.008
32 H -11.2835 -22.3494 -5.0242  N30 1.000
33 H -10.9418 -23.1645 -6.5543  N30 1.006
34 H -12.6387 -20.6296 -4.8650  N31 1.001
35 H -13.3477 -19.9959 -6.3059  N31 1.008
36 C -7.6849 -24.2919 -10.2677  O37 1.215, N38 1.373, N39 1.371
37 O -6.6901 -23.6459 -10.5317  C36 1.215
38 N -7.6814 -25.6614 -10.1648  C36 1.373, H40 1.006, H41 1.004
39 N -8.9480 -23.7688 -10.1616  C36 1.371, H42 1.003, H43 1.003
40 H -6.7851 -26.0440 -10.4134  N38 1.006
41 H -8.4483 -26.2355 -9.8656  N38 1.004
42 H -9.0453 -22.7923 -10.3675  N39 1.003
43 H -9.7414 -24.2914 -9.8403  N39 1.003
44 C -12.7248 -21.4421 -11.5915  O45 1.219, N46 1.365, N47 1.375
45 O -12.3513 -21.5391 -12.7476  C44 1.219
46 N -11.9469 -20.8957 -10.6123  C44 1.365, H48 1.002, H49 1.010
47 N -13.9577 -21.8549 -11.1435  C44 1.375, H50 1.004, H51 1.001
48 H -11.1176 -20.4342 -10.9348  N46 1.002
49 H -12.2332 -20.8643 -9.6443  N46 1.010
50 H -14.1625 -21.8010 -10.1625  N47 1.004
51 H -14.6787 -21.9985 -11.8230  N47 1.001
52 C -10.5362 -33.8014 -8.1846  O53 1.218, N54 1.375, N55 1.365
53 O -9.3573 -33.9866 -7.9420  C52 1.218
54 N -10.9079 -32.8811 -9.1362  C52 1.375, H56 1.000, H57 1.003
55 N -11.5788 -34.5103 -7.6624  C52 1.365, H58 1.002, H59 1.001
56 H -11.8457 -32.7957 -9.4743  N54 1.000
57 H -10.1764 -32.2776 -9.4614  N54 1.003
58 H -12.5074 -34.2735 -7.9533  N55 1.002
59 H -11.4082 -35.2089 -6.9655  N55 1.001
60 C -6.1610 -28.5260 -6.6725  O61 1.222, N62 1.365, N63 1.368
61 O -5.2755 -28.0075 -6.0089  C60 1.222
62 N -6.5651 -28.0656 -7.8926  C60 1.365, H64 1.001, H65 1.004
63 N -6.7801 -29.6786 -6.2728  C60 1.368, H66 1.005, H67 1.003
64 H -7.2257 -28.6328 -8.3868  N62 1.001
65 H -6.3721 -27.1085 -8.1257  N62 1.004
66 H -6.5313 -30.0529 -5.3743  N63 1.005
67 H -7.3580 -30.2009 -6.9041  N63 1.003
68 C -15.5175 -29.5723 -8.6985  O69 1.221, N70 1.375, N71 1.368
69 O -16.4310 -30.3148 -9.0231  C68 1.221
70 N -14.2338 -29.7479 -9.1597  C68 1.375, H72 0.999, H73 1.012
71 N -15.6689 -28.3574 -8.0881  C68 1.368, H74 1.007, H75 1.003
72 H -13.9995 -30.5953 -9.6336  N70 0.999
73 H -13.5202 -29.0801 -8.8967  N70 1.012
74 H -16.5798 -28.2210 -7.6819  N71 1.007
75 H -14.8805 -27.9175 -7.6502  N71 1.003
76 C -7.8916 -26.5100 -3.5573  O77 1.230, N78 1.363, N79 1.358
77 O -6.9284 -26.9479 -2.9293  C76 1.230
78 N -7.9435 -26.6780 -4.9090  C76 1.363, H80 1.005, H81 1.010
79 N -8.9495 -25.9237 -2.9402  C76 1.358, H82 1.000, H83 1.006
80 H -8.6995 -26.3302 -5.4726  N78 1.005
81 H -7.2092 -27.2929 -5.2295  N78 1.010
82 H -9.0687 -25.8468 -1.9505  N79 1.000
83 H -9.6100 -25.5294 -3.5884  N79 1.006
84 C -8.7138 -28.1093 -12.2548  O85 1.228, N86 1.363, N87 1.360
85 O -7.5086 -28.1083 -12.4920  C84 1.228
86 N -9.2352 -28.5286 -11.0667  C84 1.363, H88 1.008, H89 1.000
87 N -9.6097 -27.5575 -13.1161  C84 1.360, H90 1.012, H91 1.000
88 H -10.2232 -28.3832 -10.9332  N86 1.008
89 H -8.7681 -28.8498 -10.2433  N86 1.000
90 H -10.5828 -27.6227 -12.8444  N87 1.012
91 H -9.2859 -27.2980 -14.0259  N87 1.000
92 C -12.9625 -29.0928 -12.4261  O93 1.223, N94 1.372, N95 1.369
93 O -12.4900 -27.9692 -12.5269  C92 1.223
94 N -12.3513 -30.0941 -11.7146  C92 1.372, H96 1.010, H97 1.005
95 N -14.1081 -29.4344 -13.0936  C92 1.369, H98 1.005, H99 1.002
96 H -11.8190 -29.7636 -10.9219  N94 1.010
97 H -12.9435 -30.9042 -11.6570  N94 1.005
98 H -14.6559 -28.6240 -13.3268  N95 1.005
99 H -14.5585 -30.3291 -13.0633  N95 1.002
100 C -15.2153 -33.0799 -5.5190  O101 1.220, N102 1.360, N103 1.375
101 O -14.5413 -33.2407 -4.5145  C100 1.220
102 N -15.1836 -31.9700 -6.3035  C100 1.360, H104 1.005, H105 1.006
103 N -16.0757 -34.0597 -5.9553  C100 1.375, H106 1.005, H107 1.002
104 H -14.5817 -31.2240 -6.0028  N102 1.005
105 H -15.9125 -31.8184 -6.9806  N102 1.006
106 H -16.4620 -33.9821 -6.8802  N103 1.005
107 H -15.9821 -34.9840 -5.5792  N103 1.002
108 C -16.5648 -22.3927 -5.5164  O109 1.231, N110 1.357, N111 1.359
109 O -16.9118 -21.2419 -5.7818  C108 1.231
110 N -15.3442 -22.8698 -5.8681  C108 1.357, H112 1.005, H113 1.012
111 N -17.4683 -23.3206 -5.1043  C108 1.359, H114 0.999, H115 1.008
112 H -14.7461 -22.1366 -6.2074  N110 1.005
113 H -15.0251 -23.8156 -5.6984  N110 1.012
114 H -18.4562 -23.1767 -5.1359  N111 0.999
115 H -17.0843 -24.2347 -4.9243  N111 1.008

E ... -125489.2761 eV
Total charge ... -1